# 1
Density functional theory data (ωB97M-V/def2-TZVPD) for a structure of composition Br2ClCo.

Positions of all 4 atoms, in Å:
Co (-1.100, 2.291, 5.150)
Br (-1.617, -0.542, 7.189)
Br (-0.514, -0.808, 4.075)
Cl (-0.916, -3.093, 5.949)

Spin multiplicity ... 4
Total charge ... -1
LUMO level (alpha / beta) ... 0.83 / 0.76 eV
HOMO level (alpha / beta) ... -0.13375 / -0.13496 Eh

# 2
Density functional theory data (ωB97M-V/def2-TZVPD) for a cluster of 2 separate species, C22H44N2O2P in total.

Positions of all 71 atoms, in Å:
C (-0.359, 0.869, -1.788)
C (-1.069, 1.079, -0.342)
C (-0.395, 2.282, 0.516)
C (0.231, 1.636, 1.837)
N (1.652, 1.426, 2.036)
C (1.737, 0.797, 3.356)
C (3.076, 0.295, 4.123)
C (2.731, -1.137, 4.762)
C (2.644, -2.340, 3.652)
C (4.164, -2.753, 3.334)
C (1.728, -3.480, 4.317)
C (2.054, -4.994, 3.910)
C (1.279, -5.527, 2.602)
C (1.549, -5.154, 1.253)
C (2.969, -4.750, 0.637)
C (0.277, -5.194, 0.237)
C (0.300, 0.658, 3.923)
N (-0.627, 1.187, 2.903)
P (-2.399, 1.182, 3.096)
O (-2.873, 0.221, 4.437)
O (-3.048, 2.766, 3.153)
H (0.450, 1.679, -1.904)
H (0.193, -0.148, -1.793)
H (-1.118, 0.846, -2.641)
H (-2.188, 1.312, -0.428)
H (-0.973, 0.119, 0.273)
H (-1.145, 3.117, 0.799)
H (0.465, 2.801, -0.055)
H (2.440, 1.640, 1.408)
H (3.431, 1.059, 4.920)
H (3.916, 0.185, 3.339)
H (1.781, -1.147, 5.414)
H (3.597, -1.425, 5.478)
H (2.149, -1.919, 2.688)
H (4.545, -3.608, 3.995)
H (4.291, -2.958, 2.210)
H (4.848, -1.845, 3.562)
H (0.638, -3.265, 3.973)
H (1.743, -3.347, 5.454)
H (1.669, -5.655, 4.786)
H (3.160, -5.256, 3.793)
H (0.447, -6.320, 2.749)
H (3.252, -5.472, -0.227)
H (3.773, -4.896, 1.440)
H (2.896, -3.676, 0.240)
H (-0.279, -4.196, 0.261)
H (-0.385, -6.093, 0.554)
H (0.665, -5.460, -0.825)
H (-0.086, 0.245, 4.911)
H (-2.350, -0.626, 4.373)
H (-4.025, 2.632, 3.024)
C (-3.482, 2.489, -7.691)
C (-2.813, 3.790, -7.270)
C (-1.658, 3.584, -6.286)
C (-2.050, 2.960, -4.944)
C (-3.112, 3.726, -4.154)
C (-2.668, 5.125, -3.751)
H (-3.933, 1.972, -6.841)
H (-4.277, 2.692, -8.414)
H (-2.761, 1.816, -8.164)
H (-3.561, 4.468, -6.846)
H (-2.422, 4.287, -8.164)
H (-1.169, 4.548, -6.113)
H (-0.903, 2.944, -6.758)
H (-1.145, 2.870, -4.329)
H (-2.403, 1.936, -5.106)
H (-3.342, 3.159, -3.244)
H (-4.045, 3.786, -4.722)
H (-1.761, 5.085, -3.139)
H (-3.449, 5.616, -3.164)
H (-2.467, 5.752, -4.622)

Total charge ... +1
LUMO level ... -3.68 eV
HOMO level ... -0.38451 Eh

# 3
Density functional theory data (ωB97M-V/def2-TZVPD) for an isolated molecule of C6H5F5O.

Positions of all 17 atoms, in Å:
C (1.613, 0.132, -0.702)
C (0.442, 0.572, -1.193)
C (1.775, -0.157, 0.708)
C (-0.759, 0.500, -0.330)
C (0.442, 0.097, 1.457)
C (-1.540, -0.742, -0.709)
O (-1.520, 1.545, -0.019)
F (-0.084, -0.891, 2.236)
F (0.327, 1.219, 2.268)
F (-0.705, -1.800, -0.907)
F (-2.464, -1.148, 0.185)
F (-2.261, -0.484, -1.815)
H (2.531, -0.122, -1.237)
H (0.411, 0.776, -2.342)
H (1.736, -1.243, 0.954)
H (2.516, 0.398, 1.199)
H (-2.459, 1.348, 0.247)

LUMO level ... 0.72 eV
ΔE to the lowest compared entry with this formula, charge and spin ... 182.4 kJ/mol
HOMO level ... -0.32743 Eh

# 4
Density functional theory data (ωB97M-V/def2-TZVPD) for an isolated molecule of C10H14O2.

Positions of all 26 atoms, in Å:
C (2.809, -2.670, 0.691)
C (1.668, -2.422, 0.440)
C (0.327, -1.985, 0.318)
C (-0.256, -1.370, -0.932)
O (0.594, -1.261, -2.073)
O (-1.521, -1.602, -1.308)
C (-0.063, -0.497, 0.303)
C (1.053, 0.462, 0.254)
C (0.617, 1.784, -0.244)
C (-0.674, 2.359, 0.470)
C (-1.724, 1.305, 0.214)
C (-1.323, 0.059, 0.981)
H (3.795, -3.019, 0.766)
H (-0.202, -2.564, 0.950)
H (0.645, -0.260, -2.370)
H (-1.838, -0.932, -1.844)
H (1.813, 0.072, -0.489)
H (1.580, 0.608, 1.185)
H (0.423, 1.657, -1.263)
H (1.422, 2.392, -0.111)
H (-0.460, 2.568, 1.562)
H (-0.984, 3.227, -0.031)
H (-2.663, 1.515, 0.549)
H (-1.836, 1.092, -0.864)
H (-1.095, 0.196, 1.949)
H (-2.106, -0.711, 0.898)

SMILES ... C#C[C@@H]1C(O)(O)C12CCCCC2
LUMO level ... 0.61 eV
ΔE to the lowest compared entry with this formula, charge and spin ... 387.9 kJ/mol
HOMO level ... -0.33913 Eh

# 5
Density functional theory data (ωB97M-V/def2-TZVPD) for a structure of composition C9H12Cl2F2NO21PdS2.

Positions of all 50 atoms, in Å:
Pd (24.958, -22.296, -23.290)
Cl (23.727, -24.227, -20.479)
O (22.351, -24.058, -20.135)
O (23.988, -23.022, -21.200)
O (24.471, -24.424, -19.234)
O (23.857, -25.257, -21.412)
Cl (24.347, -24.126, -26.592)
O (24.489, -23.635, -25.246)
O (23.925, -25.444, -26.612)
O (23.427, -23.265, -27.203)
O (25.604, -23.887, -27.316)
N (23.315, -21.176, -23.511)
S (21.701, -21.599, -23.412)
O (20.769, -21.297, -24.489)
O (21.194, -21.857, -22.076)
F (22.023, -23.139, -23.814)
S (22.896, -19.753, -23.774)
O (22.119, -19.130, -22.701)
O (22.777, -19.264, -25.165)
F (24.411, -19.247, -23.390)
C (27.936, -19.029, -26.547)
C (26.487, -18.643, -26.224)
O (25.880, -19.770, -25.694)
C (26.875, -20.548, -25.358)
O (26.739, -21.440, -24.491)
O (28.069, -20.182, -25.795)
H (28.712, -18.404, -26.105)
H (27.912, -19.298, -27.603)
H (25.977, -18.349, -27.141)
H (26.571, -17.736, -25.624)
C (28.478, -19.966, -19.582)
C (28.741, -19.018, -20.682)
O (28.054, -19.647, -21.707)
C (27.146, -20.470, -21.183)
O (26.151, -20.944, -21.766)
O (27.458, -20.805, -19.887)
H (28.090, -19.596, -18.633)
H (29.320, -20.611, -19.332)
H (29.799, -18.913, -20.922)
H (28.305, -18.037, -20.497)
C (29.441, -25.712, -23.188)
C (28.776, -25.808, -24.538)
O (27.480, -25.312, -24.231)
C (27.602, -24.496, -23.153)
O (26.780, -23.696, -22.816)
O (28.829, -24.562, -22.714)
H (30.521, -25.611, -23.297)
H (29.355, -26.670, -22.676)
H (28.598, -26.837, -24.852)
H (29.261, -25.228, -25.323)

Spin multiplicity ... 4
LUMO level (alpha / beta) ... -0.30 / -5.82 eV
HOMO level (alpha / beta) ... -0.31744 / -0.31703 Eh

# 6
Density functional theory data (ωB97M-V/def2-TZVPD) for an isolated molecule of C6H13NO2.

Positions of all 22 atoms, in Å:
C (2.813, 0.446, 0.865)
C (1.538, -0.158, 0.278)
C (1.934, -0.857, -1.047)
C (0.487, 1.001, 0.082)
C (-0.783, 0.512, -0.636)
N (-1.686, 1.684, -0.692)
C (-1.389, -0.661, 0.087)
O (-1.217, -1.816, -0.233)
O (-2.056, -0.300, 1.200)
H (2.558, 0.840, 1.886)
H (3.237, 1.296, 0.243)
H (3.628, -0.339, 1.025)
H (1.262, -0.921, 0.998)
H (2.828, -1.496, -0.912)
H (2.202, -0.103, -1.812)
H (1.127, -1.487, -1.437)
H (0.935, 1.763, -0.545)
H (0.203, 1.524, 1.023)
H (-0.487, 0.109, -1.591)
H (-2.530, 1.342, -1.174)
H (-2.008, 2.013, 0.209)
H (-2.570, -1.105, 1.418)

SMILES ... CC(C)C[C@H](N)C(=O)O
LUMO level ... 0.67 eV
ΔE to the lowest compared entry with this formula, charge and spin ... 43.1 kJ/mol
HOMO level ... -0.35307 Eh

# 7
Density functional theory data (ωB97M-V/def2-TZVPD) for an isolated molecule of C5H8FNO2.

Positions of all 17 atoms, in Å:
O (-2.919, 0.500, 0.906)
C (-2.179, -0.191, 0.317)
O (-2.303, -1.517, 0.266)
C (-0.904, 0.410, -0.256)
F (-1.212, 1.215, -1.369)
C (0.093, 1.127, 0.705)
C (1.626, 0.613, 0.323)
C (1.288, -0.813, -0.172)
N (0.074, -0.849, -0.926)
H (-1.594, -1.855, -0.383)
H (-0.187, 0.968, 1.786)
H (0.231, 2.195, 0.316)
H (1.973, 1.115, -0.546)
H (2.499, 0.444, 0.933)
H (2.179, -1.330, -0.615)
H (1.106, -1.375, 0.660)
H (0.229, -0.657, -1.944)

SMILES ... O=C(O)[C@@]1(F)CCCN1
LUMO level ... 0.74 eV
ΔE to the lowest compared entry with this formula, charge and spin ... 94.3 kJ/mol
HOMO level ... -0.36518 Eh